Density functional theory data (wB97M-V/def2-TZVPD) for a 14-piece molecular cluster, C41H87Br10N5O17 overall in a non-equilibrium geometry.

For the calculated total energy, the calculation gives -28907.24062 Ha. As for the total charge: 0.

```
160
Properties=species:S:1:pos:R:3:forces:R:3:lowdin_charge:R:1
Br 3.457 5.425 8.612 0.2709 -0.2087 -0.6802 0.540
Br -4.213 -0.061 7.165 0.5887 -0.4409 0.4371 0.566
Br 5.598 -2.446 5.295 -0.7075 -0.1773 -0.2425 0.547
Br 2.846 -10.436 -1.368 0.1500 -0.0557 -0.0791 0.620
Br -10.894 -1.857 -1.690 1.3704 0.1366 0.3296 0.511
Br 2.056 2.803 6.911 0.9514 -0.4138 -0.4467 0.554
Br 1.280 -4.295 4.707 0.5924 0.2308 -0.2627 0.571
Br 0.824 -6.618 -2.966 0.1997 -0.8318 -0.2109 0.562
Br -6.716 -2.543 7.855 0.5809 0.1601 -0.4523 0.585
Br -9.252 -2.688 1.667 0.2678 0.8020 -0.7245 0.532
O 8.450 -3.909 -0.187 -0.7963 0.9847 -1.4933 -0.009
O 6.973 -3.470 -1.664 0.3685 -0.0312 -1.8009 0.079
O 2.407 8.321 -4.745 1.0672 -0.1692 1.4723 -0.037
O 6.308 -4.742 0.056 1.8654 0.6716 -0.8506 0.099
O -1.155 5.884 3.904 -0.0865 0.0176 1.9445 -0.018
O -6.777 3.062 -0.608 -0.2808 0.5460 -1.6625 0.077
O -2.778 -9.659 0.862 -0.6848 0.2397 -0.6322 0.050
O 2.120 7.769 -2.710 0.0490 -1.1282 1.5397 0.053
O 0.993 0.460 1.259 -2.0154 -0.0754 0.9573 -0.034
O -4.291 -8.701 -0.378 0.2512 -1.0998 -0.2303 -0.010
O 0.588 9.180 -3.617 1.7350 -1.5832 0.1343 0.106
O -4.223 -1.632 -4.948 1.0028 -0.7863 -0.5437 -0.012
O -3.265 -7.452 1.270 -0.5972 -2.8426 -1.2334 0.086
O -7.874 4.296 -2.185 -0.0564 -0.4327 -0.1819 0.020
O -5.719 3.733 -2.487 -1.5815 0.9237 -0.8385 -0.013
O 7.649 2.959 2.037 -1.0154 -0.8140 -0.5280 -0.009
O 2.272 0.287 -7.179 0.3461 3.1873 0.2713 -0.062
N 2.131 1.803 -5.506 0.0595 -1.9605 -0.4563 -0.206
N -1.079 6.962 5.948 0.0854 0.1290 -0.1227 -0.192
N -2.592 -2.136 -6.503 0.7617 -0.9096 -0.2805 -0.179
N 7.826 2.927 -0.190 1.6394 0.7890 -3.0705 -0.177
N -1.151 -0.334 1.568 -1.2650 0.7116 -0.2588 -0.184
C -5.301 -7.797 -0.830 -0.6189 1.6111 1.1134 -0.053
C 5.712 -3.529 -2.283 -3.4070 1.9858 0.1708 -0.246
C 2.336 3.111 -5.056 -1.2779 1.3018 1.7873 -0.089
C -0.339 8.148 5.561 1.0199 -0.0343 -0.6786 -0.056
C 9.037 -4.516 0.921 -0.7760 -0.7039 1.2282 -0.062
C 3.990 3.227 6.757 0.0042 0.3010 1.1924 -0.644
C -1.396 5.920 5.119 0.2447 1.0498 -1.8692 -0.307
C -5.136 -2.637 6.691 0.4449 -1.1301 -0.2064 -0.736
C 7.236 2.576 0.944 0.5315 0.1283 0.8821 -0.362
C -8.953 -1.678 -1.099 -1.1209 0.6962 -0.0232 -0.609
C -1.704 -3.149 -7.163 -1.2474 0.5248 0.2762 -0.036
C -0.139 0.552 1.779 1.9053 -0.4285 -1.5571 -0.311
C 1.287 -8.541 -2.698 -0.7665 0.3593 0.9549 -0.684
C 7.171 -4.122 -0.569 -0.8069 -1.6011 3.3561 -0.578
C 1.593 8.465 -3.637 -2.2105 3.1030 -3.3493 -0.576
C 9.206 3.483 -0.148 -0.9854 0.7285 0.7075 -0.040
C 5.631 -4.010 -3.702 2.1278 0.0117 -0.8595 -0.060
C 2.509 6.498 -0.874 0.1916 0.1866 0.8396 -0.078
C -2.365 -10.669 2.984 0.0539 -0.5757 0.0779 -0.061
C -3.882 -2.014 7.255 -0.7827 0.5575 -0.2011 -0.644
C 1.525 7.526 -1.418 1.5932 -0.9253 1.4378 -0.174
C -6.807 3.630 -1.700 0.1578 -0.4893 2.4699 -0.552
C -1.846 -9.736 1.912 1.4629 0.4671 1.7247 -0.237
C -9.196 4.256 -1.504 0.1190 1.5591 0.7384 -0.149
C -2.478 -0.863 -7.156 -0.8714 1.6719 -0.4818 -0.080
C -9.553 5.672 -0.951 0.3449 -0.3865 0.4407 -0.069
C -3.438 -8.531 0.676 -0.6193 3.8524 -0.0199 -0.526
C 3.182 -3.881 4.353 0.6520 -0.0792 0.8533 -0.656
C -4.519 3.111 -2.047 -0.3689 -0.6821 0.5501 -0.043
C 3.645 -2.834 5.419 0.2217 -0.5907 -1.1659 -0.656
C -1.129 -1.450 0.649 -0.3736 -1.0667 0.6053 -0.060
C 7.451 2.443 -1.560 0.5148 0.1014 0.8115 -0.043
C 2.081 8.764 -6.044 -2.2084 -0.2247 -0.0507 -0.064
C 1.742 0.775 -4.494 0.3109 0.5521 -0.1435 -0.007
C 2.633 -8.614 -2.028 0.2843 -0.1215 -0.5622 -0.713
C 4.096 4.740 6.860 0.3020 0.2934 -0.1531 -0.679
C -8.869 -1.218 0.353 0.2681 -0.9289 0.2330 -0.652
C -3.404 -2.408 -5.440 -0.4007 1.0797 -0.0355 -0.330
C -1.486 6.973 7.322 0.0523 -0.4410 0.8580 -0.079
C 2.385 1.484 -6.773 -0.2685 -4.2397 -0.7622 -0.304
C -2.552 -0.049 2.007 1.4218 0.7834 0.8434 -0.044
H -4.765 2.067 -1.853 0.3315 -0.0437 0.2005 0.094
H -0.961 8.987 5.248 -0.2235 -0.1516 -0.0715 0.093
H -1.539 -8.811 2.398 -0.8764 0.6475 -0.4791 0.121
H 9.366 4.266 -0.890 -0.1405 -0.5221 -0.5814 0.082
H 6.154 -4.960 -3.811 -0.2336 -0.2832 0.0687 0.080
H 8.502 -4.351 1.857 -0.4629 0.2915 -0.0784 0.091
H -9.386 5.798 0.119 0.8907 -0.1844 -0.0012 0.067
H -9.512 -0.389 0.647 -0.2647 -0.3205 -0.4411 0.051
H 10.005 -4.040 1.082 0.1264 -0.5596 -0.5021 0.099
H 6.235 -3.326 -4.297 0.0596 0.0531 -0.2784 0.074
H -0.356 1.407 2.437 -0.3590 -0.2731 0.0579 0.132
H -9.981 4.081 -2.240 0.6621 -0.6864 -0.3049 0.114
H -3.307 -10.360 3.436 -0.4123 0.0585 -0.7540 0.083
H 9.315 4.064 0.767 0.0216 -0.5618 0.2773 0.080
H -8.999 6.427 -1.509 -0.2766 0.0977 0.0507 0.077
H -2.484 0.930 2.481 -0.3032 -0.1193 0.3924 0.078
H -3.257 -0.127 -6.958 -0.3680 -0.4969 0.9318 0.086
H 1.590 8.359 -0.719 -0.1582 0.6009 -0.7008 0.128
H 3.331 -3.593 3.313 -0.4304 0.5677 0.2322 0.058
H 3.543 5.266 6.082 -0.2424 -0.1850 0.2302 0.049
H -0.662 -2.835 -7.109 -0.0474 -0.1114 0.0345 0.087
H -0.645 6.806 7.996 0.2565 -0.4408 -0.0206 0.086
H 2.135 6.145 0.087 -0.1117 -0.4412 -0.1163 0.081
H -1.841 -1.278 -0.158 0.3631 0.1342 -0.3703 0.087
H 0.319 8.511 6.351 -0.4228 -0.1947 0.6060 0.085
H -3.339 0.061 1.261 0.5477 -0.2722 -0.6824 0.084
H -6.172 -8.211 -1.339 0.5589 -1.3754 0.1620 0.088
H 0.544 7.075 -1.270 -0.3662 0.3915 -1.4619 0.131
H 2.658 3.881 -5.756 0.5107 -0.6514 -0.2468 0.096
H 3.709 -4.833 4.413 -0.0852 0.0773 0.4841 0.045
H -4.928 -3.702 6.590 -0.2097 -0.1223 0.0658 0.052
H 5.120 5.105 6.786 0.0669 -0.3076 0.1414 0.054
H 2.762 8.374 -6.801 0.2859 -0.0910 0.5918 0.091
H 4.540 2.750 5.946 -0.8317 0.4321 -0.7830 0.072
H 1.650 -0.241 -4.877 0.0377 0.4749 -0.5706 0.082
H -7.855 -0.858 0.524 0.1084 -0.3840 0.2150 0.056
H 3.385 -8.429 -2.795 0.2592 -0.0856 0.3756 0.059
H -0.889 -10.030 1.482 -0.2110 -0.7183 -0.1724 0.125
H 3.462 6.962 -0.620 0.1046 0.0854 -0.3205 0.078
H 6.420 1.879 0.695 -0.5001 0.1132 0.8319 0.137
H 0.514 -8.923 -2.031 -0.0154 0.2247 -0.0412 0.036
H -3.012 -2.217 6.631 -0.1995 0.0889 -0.1249 0.058
H -4.173 3.594 -1.133 0.1185 -0.0899 -0.0660 0.099
H 8.023 1.543 -1.785 -0.1701 -0.2421 -0.0254 0.083
H -3.237 -3.418 -5.034 -0.0594 -0.0593 -0.1203 0.129
H 3.123 -1.902 5.204 0.1750 -0.0420 0.4175 0.048
H 0.411 7.947 4.796 -0.5132 -0.2933 -0.4754 0.087
H -8.490 -0.879 -1.678 -0.4210 0.0749 -0.2733 0.056
H 0.810 1.048 -3.999 -0.1099 0.1782 -0.1933 0.088
H 1.344 3.450 -4.759 -0.0840 0.5536 0.4811 0.091
H -2.609 -0.904 -8.238 0.4519 -0.7068 -0.1963 0.086
H -9.232 3.568 -0.660 0.3578 -0.3716 -0.5197 0.112
H 2.730 2.327 -7.392 -0.1195 -0.1866 -0.0597 0.135
H 4.519 2.770 7.594 -0.5496 0.0863 0.4626 0.051
H -0.182 -1.879 0.322 0.1829 0.9258 -0.0144 0.091
H 4.678 -4.070 -4.228 -0.2769 0.0704 0.8273 0.084
H 2.698 5.694 -1.586 -0.2289 -0.0817 0.1944 0.077
H 6.388 2.278 -1.737 0.0064 -0.0940 0.5665 0.080
H -10.626 5.867 -0.940 -0.1170 -0.1279 -0.8799 0.068
H -1.854 -4.167 -6.802 0.0722 0.2294 0.5090 0.081
H 5.368 -2.497 -2.210 0.3943 0.6201 -0.7838 0.124
H -1.777 -10.731 3.900 0.8009 0.0191 -0.4133 0.078
H 3.560 -3.178 6.450 -0.4261 0.0405 -0.3459 0.040
H 7.761 3.171 -2.310 0.0219 0.2510 0.2799 0.077
H 1.098 8.318 -6.196 -0.1579 0.0975 -0.7423 0.091
H -1.572 -2.262 1.226 -0.1671 -0.3405 -0.0565 0.083
H 2.796 -7.973 -1.162 -0.3352 0.0237 -0.2863 0.052
H -1.840 7.941 7.677 -0.5254 0.0983 -0.5494 0.089
H -5.018 -7.010 -1.529 1.0652 -0.1461 0.1395 0.089
H -8.463 -2.598 -1.417 -0.1766 -0.0383 0.6741 0.055
H 4.828 -3.864 -1.741 0.9326 -1.4394 0.9355 0.124
H 9.943 2.681 -0.191 0.0565 0.1198 -0.1268 0.094
H -3.678 -2.404 8.253 -0.0815 0.6318 0.1229 0.065
H 1.218 -9.131 -3.611 0.2181 0.5128 -0.1398 0.065
H 2.930 3.048 -4.144 0.3541 0.5802 -0.0732 0.090
H 2.495 0.729 -3.708 0.2000 0.2035 0.0016 0.085
H -5.755 -7.279 0.015 0.2718 0.0719 0.2484 0.091
H 8.977 -5.594 0.773 0.8428 -0.0709 0.0721 0.101
H -2.886 -0.804 2.719 0.0775 0.0262 0.0791 0.082
H -3.776 3.155 -2.843 -0.3092 0.3129 0.0039 0.096
H 1.930 9.833 -6.199 0.4084 0.1511 0.5389 0.093
H -1.978 5.123 5.607 0.1767 0.0724 0.1816 0.131
H -2.041 -3.185 -8.200 0.3360 0.0658 -0.1780 0.081
H -5.352 -2.279 5.684 -0.3308 0.2540 0.3362 0.053
H -2.236 6.198 7.482 -0.0213 0.1510 0.1884 0.086
H -2.415 -11.653 2.517 -0.4266 -0.1929 0.4629 0.079
H -1.567 -0.301 -6.954 0.4115 -0.4801 0.1129 0.088
```
Positions in Å, forces in eV/Å.